1.
90
Properties=species:S:1:pos:R:3 method="wB97M-V/def2-TZVPD" lumo_ev=-2.4188 charge=+1 orbital_gap_ha=0.2950 homo_energy_ev=-10.447
Sn -1.52571 -0.05405 1.01656
C 4.71861 3.53592 4.01820
N 3.59292 2.64332 3.79050
C 2.59718 2.75220 2.90092
N 1.81376 1.69290 2.95039
C 2.40354 0.94361 3.91756
N 3.48442 1.47088 4.45087
C 5.66295 3.58048 2.83905
C 6.40077 4.72615 2.57188
C 7.29807 4.75310 1.50866
C 7.45851 3.63946 0.70203
C 6.71390 2.49368 0.97038
C 5.82419 2.46555 2.03315
C 6.89609 1.30624 0.14251
N 7.77854 1.08318 -0.76900
N 7.54274 -0.21271 -1.22793
C 6.54276 -0.65594 -0.54897
O 6.07382 0.25009 0.33473
C 5.92066 -1.97502 -0.61205
C 6.52926 -2.97083 -1.37572
C 5.97189 -4.23683 -1.41416
C 4.81107 -4.50863 -0.69452
C 4.20545 -3.51360 0.06094
C 2.96223 -3.83338 0.84713
N 1.79636 -3.05616 0.42985
C 1.24872 -1.98268 0.98328
N 0.21162 -1.58971 0.25815
C 0.18340 -2.49212 -0.76463
N 1.12880 -3.39453 -0.69602
C 4.76306 -2.24686 0.09457
H 5.21945 3.15618 4.90728
H 4.34420 4.53373 4.24638
H 2.48672 3.60439 2.24898
H 2.01968 -0.00801 4.24949
H 6.27714 5.60280 3.19703
H 7.86820 5.64965 1.30685
H 8.14913 3.64136 -0.13060
H 5.25923 1.56417 2.23799
H 7.43458 -2.73695 -1.91966
H 6.44074 -5.01593 -1.99894
H 4.37546 -5.49965 -0.72575
H 3.08952 -3.68357 1.91902
H 2.69239 -4.87571 0.68790
H 1.59705 -1.53291 1.90012
H -0.55862 -2.48111 -1.54646
H 4.31128 -1.46217 0.69312
O -4.37237 -3.26882 2.33864
C -5.01277 -3.41514 1.16312
C -6.17154 -4.19417 1.18082
C -6.88531 -4.40899 0.02361
C -6.46452 -3.85480 -1.18758
C -5.33224 -3.07516 -1.20840
C -4.58949 -2.83126 -0.04246
C -3.43337 -1.92441 -0.10831
O -2.67327 -1.78988 0.95887
N -3.21886 -1.26662 -1.21473
N -2.17302 -0.36133 -1.07410
C -1.90282 0.33480 -2.11897
S -2.78224 0.15292 -3.60682
C -1.67979 1.24962 -4.54374
C -1.17693 2.33868 -3.61577
S -0.62094 1.52412 -2.09373
H -3.59228 -2.70868 2.18704
H -6.47846 -4.62423 2.12445
H -7.78110 -5.01572 0.05732
H -7.01667 -4.04177 -2.09800
H -4.98614 -2.63511 -2.13400
H -2.25379 1.66381 -5.37155
H -0.85416 0.66199 -4.94212
H -1.95697 3.06046 -3.37835
H -0.31789 2.85859 -4.03680
O -3.72429 0.79282 1.05133
C -4.62202 1.41119 0.45002
C -5.98217 0.78699 0.28506
C -6.31931 0.42581 -1.17175
C -6.74182 1.59963 -2.05174
C -5.69769 2.70323 -2.19934
C -5.35581 3.37518 -0.87373
N -4.39568 2.61615 -0.07276
H -6.74540 1.45465 0.69673
H -5.96468 -0.11479 0.89450
H -7.13848 -0.29399 -1.13767
H -5.46821 -0.10248 -1.61315
H -7.65992 2.03797 -1.64553
H -6.99776 1.21576 -3.04112
H -6.06312 3.46068 -2.89477
H -4.77797 2.28832 -2.62711
H -6.26311 3.52233 -0.28324
H -4.91995 4.36035 -1.02680
H -3.45137 2.96129 0.01152

2.
51
Properties=species:S:1:pos:R:3 method="wB97M-V/def2-TZVPD" smiles="C[C@@](CO)(CNC(=O)c1cn2cnnc2cn1)NC(=O)Cc1cncn1C1CC1" lumo_ev=-0.1925 orbital_gap_ha=0.3179 homo_energy_ev=-8.843
C -2.65592 1.39486 2.13521
C -2.30408 -0.09327 2.10221
C -2.95601 -0.76881 3.32238
O -2.31546 -0.43841 4.53562
C -2.88894 -0.77902 0.86547
N -2.54199 -0.29735 -0.47056
C -1.51971 0.44973 -0.92080
O -0.70606 1.06346 -0.23965
C -1.38697 0.44635 -2.40993
C -0.17601 0.75316 -2.95153
N -0.07309 0.70712 -4.30364
C 0.94003 0.92893 -5.18197
N 0.51281 0.75626 -6.40419
N -0.79817 0.40903 -6.37563
C -1.15309 0.37494 -5.10249
C -2.36335 0.06616 -4.45549
N -2.47250 0.08917 -3.15504
N -0.85493 -0.19183 2.10332
C -0.09082 -1.19715 2.56067
O -0.52117 -2.15284 3.20006
C 1.39570 -1.04575 2.27871
C 1.73440 -1.06842 0.82089
C 1.05288 -1.50604 -0.28783
N 1.76996 -1.30598 -1.42302
C 2.89513 -0.76062 -1.02842
N 2.92827 -0.58546 0.32102
C 4.01356 -0.03521 1.07965
C 4.74424 1.15841 0.53501
C 3.82876 1.31666 1.71129
H -3.73724 1.54015 2.10919
H -2.28163 1.85023 3.05239
H -2.22874 1.94191 1.29443
H -3.98754 -0.42942 3.40941
H -2.96067 -1.85642 3.20945
H -1.46916 -0.90551 4.51820
H -2.60639 -1.83588 0.91261
H -3.97863 -0.75600 0.93589
H -3.14761 -0.61177 -1.21812
H 0.70006 0.99604 -2.37012
H 1.93586 1.19973 -4.87758
H -3.23649 -0.20966 -5.02945
H -0.42062 0.43048 1.42934
H 1.70812 -0.09661 2.72541
H 1.91869 -1.83122 2.82353
H 0.06578 -1.94755 -0.29667
H 3.73182 -0.47213 -1.64577
H 4.57386 -0.78569 1.62015
H 5.81235 1.21408 0.68912
H 4.43769 1.57138 -0.41559
H 2.88232 1.82121 1.57023
H 4.25072 1.48460 2.69265

3.
173
Properties=species:S:1:pos:R:3 method="wB97M-V/def2-TZVPD" lumo_ev="-0.7656 / -5.2093" orbital_gap_ha="0.2556 / 0.0923" multiplicity=2 s_squared=0.7547 homo_energy_ev="-7.721 / -7.721"
Cl -0.01369 0.32136 0.20213
O 0.90051 -0.00275 1.23311
O 0.43238 1.55384 -0.44055
O 0.05521 -0.67003 -0.82614
O -1.31712 0.36615 0.80350
C -4.25455 -0.87999 3.02120
O -5.16427 0.21272 3.31868
C -4.59809 1.29734 4.08249
C -3.27459 1.90653 3.39392
N -2.73937 2.99529 4.24571
C -1.24082 3.09300 3.95807
C -0.87791 3.76793 2.50051
O -1.10478 5.16302 2.40082
C -0.25810 5.87523 1.56817
H -3.40555 -0.83750 3.70347
H -3.81290 -0.86483 2.02480
H -4.87611 -1.77522 3.03939
H -4.16082 1.00222 5.03633
H -5.30720 2.09414 4.30693
H -3.67121 2.40888 2.51163
H -2.55044 1.10991 3.22328
H -3.04149 3.92145 3.97918
H -0.77999 2.12341 4.14682
H -0.79634 3.77407 4.68380
H -1.49639 3.36215 1.69992
H 0.14074 3.53593 2.18968
H -0.86553 6.68785 1.16971
H 0.07376 5.25825 0.73312
H 0.63543 6.30519 2.02076
C -3.77078 -0.40680 7.53137
O -2.81301 -1.09035 6.70050
C -2.13751 -2.15787 7.35477
C -1.30315 -2.91828 6.23549
N -0.49303 -2.12101 5.43920
C 0.07310 -2.76471 4.27715
C -0.83767 -2.62535 3.01948
O -1.58604 -3.78706 2.75993
C -2.49797 -3.61041 1.62837
H -4.21516 -1.04261 8.29712
H -4.47814 -0.05883 6.77861
H -3.52623 0.50114 8.08268
H -2.78224 -2.89737 7.82971
H -1.51715 -1.61844 8.07049
H -1.81328 -3.70746 5.68316
H -0.75660 -3.55389 6.93218
H -1.19927 -1.41194 5.30299
H 0.29219 -3.83107 4.33168
H 1.00100 -2.20516 4.15877
H -0.19333 -2.50390 2.14875
H -1.41044 -1.69835 2.99297
H -3.31705 -4.28818 1.86885
H -1.99958 -3.96643 0.72673
H -3.02788 -2.66145 1.54616
C -10.56025 -6.36859 -1.36170
O -10.19740 -5.40865 -0.48845
C -9.03864 -4.79115 -0.80219
C -8.87252 -3.49607 -0.00158
N -7.83185 -2.67694 -0.63927
C -6.39619 -3.05458 -0.59038
C -5.35281 -2.06736 -0.64097
O -4.26219 -2.66749 -1.32384
C -3.16411 -1.72779 -1.46992
H -11.49428 -6.85611 -1.08241
H -9.78119 -7.13093 -1.35666
H -10.68142 -6.05072 -2.39726
H -8.87496 -4.60142 -1.86300
H -8.16060 -5.36058 -0.49739
H -8.69970 -3.77475 1.03793
H -9.82594 -2.97035 -0.05362
H -7.96240 -1.67542 -0.63717
H -6.26224 -3.82831 -1.34634
H -6.29363 -3.48138 0.40733
H -5.10916 -1.70888 0.35914
H -5.69289 -1.14466 -1.11115
H -2.48213 -2.04627 -2.25832
H -2.74958 -1.70855 -0.46200
H -3.48660 -0.69679 -1.61533
C 4.89013 6.18330 1.06069
O 4.54763 6.56915 -0.13798
C 5.36324 6.12668 -1.15554
C 4.93985 6.62015 -2.60924
N 4.09574 5.60601 -3.30656
C 2.77603 5.38438 -2.70434
C 2.10251 4.37146 -3.61500
O 2.94481 3.25728 -3.86047
C 2.55683 2.14527 -3.01773
H 5.79466 6.77208 1.21319
H 4.86035 5.11213 1.26021
H 4.05249 6.39890 1.72400
H 5.32739 5.03928 -1.08934
H 6.43577 6.29941 -1.06648
H 5.91611 6.61840 -3.09401
H 4.48824 7.61204 -2.62667
H 4.58861 4.72620 -3.25062
H 2.27327 6.35027 -2.75311
H 2.78978 5.16124 -1.63751
H 1.89307 4.89873 -4.54571
H 1.08279 4.02113 -3.45517
H 3.32699 1.38963 -2.86294
H 1.70597 1.67613 -3.51175
H 2.24508 2.52915 -2.04637
C 3.97026 -5.25272 -7.68138
O 3.62531 -4.47933 -6.53578
C 3.34342 -3.19216 -6.84684
C 3.63311 -2.37616 -5.59532
N 2.53452 -2.53120 -4.54866
C 2.60649 -1.64920 -3.37069
C 3.78497 -2.08517 -2.55229
O 4.96446 -1.27756 -2.87309
C 6.20377 -1.72586 -2.23241
H 4.42744 -6.14909 -7.26232
H 4.81125 -4.81758 -8.22128
H 3.17172 -5.30726 -8.42127
H 2.35697 -2.93585 -7.23324
H 4.03254 -2.76202 -7.57362
H 3.89393 -1.35226 -5.86306
H 4.55429 -2.71216 -5.11927
H 2.18107 -3.46713 -4.41005
H 1.70900 -1.82577 -2.77787
H 2.48290 -0.58619 -3.57762
H 3.99739 -3.15254 -2.61317
H 3.50752 -1.95300 -1.50651
H 6.36421 -1.17113 -1.30794
H 7.06282 -1.59344 -2.89013
H 6.11564 -2.80615 -2.11705
C 3.05492 2.54779 2.80493
O 3.47794 1.75659 3.92625
C 4.43341 0.81968 3.62548
C 4.41883 -0.46957 4.56459
N 5.80574 -0.87746 4.82530
C 6.16088 -2.06774 5.58614
C 7.61189 -1.90549 6.11563
O 8.14623 -2.97572 6.78931
C 8.57246 -4.10428 5.99123
H 2.71053 1.90927 1.99143
H 3.94076 3.01835 2.37835
H 2.22036 3.17894 3.11032
H 5.36780 1.37980 3.58986
H 4.29402 0.42794 2.61791
H 3.81160 -1.21580 4.05224
H 3.94766 -0.27313 5.52767
H 6.41397 -0.63218 4.05719
H 6.03361 -2.95247 4.96232
H 5.51809 -2.18549 6.45853
H 7.62027 -1.09121 6.84019
H 8.28811 -1.51313 5.35610
H 9.46138 -3.81799 5.42913
H 7.80787 -4.35460 5.25581
H 8.68045 -4.97178 6.64229
C -1.33352 -1.77354 -5.38371
O -1.66378 -0.47814 -4.86640
C -0.65074 0.19050 -4.21241
C -1.15816 1.55369 -3.48779
N -1.69052 2.72911 -4.22857
C -2.92029 2.30637 -4.95269
C -3.45888 3.54124 -5.59980
O -2.56680 4.36831 -6.29950
C -2.96883 5.34077 -7.25840
H -0.87309 -2.50305 -4.71744
H -0.59852 -1.61851 -6.17354
H -2.23573 -2.20139 -5.82080
H 0.10465 0.49000 -4.93889
H -0.05237 -0.43803 -3.55286
H -0.33826 1.90491 -2.86128
H -1.96795 1.22043 -2.83874
H -1.02135 3.12244 -4.87479
H -3.77207 2.04620 -4.32430
H -2.60213 1.45175 -5.54976
H -4.02114 4.02062 -4.79845
H -4.23353 3.28667 -6.32313
H -2.15496 6.00971 -7.53808
H -3.85883 5.86143 -6.90498
H -3.18243 4.84413 -8.20488

Maximum force values (in Eh/bohr) by entry order: 0.012; 0.019; 0.103.
Energy above the lowest of the compared OMol25 structures with the same formula, charge and spin values (in kJ/mol) by entry order: 52.5; 66.8; 241.1.
Electronic energy values (in a.u.) by entry order: -3307.309109; -1362.886580; -3860.056563.